Version a
19
Properties=species:S:1:pos:R:3 method="wB97M-V/def2-TZVPD" charge=-1 e_lumo_ha="0.12358 / 0.12153" multiplicity=2 homo_energy_ev="0.386 / -3.222"
C -0.8311 -1.3955 1.0434
O -0.1796 -2.2530 0.0769
C -0.9554 0.0373 0.5337
C 0.3868 0.7892 0.4558
C 0.2993 2.3000 0.4436
O -0.1119 2.8967 -0.6155
N -1.7118 0.1472 -0.7213
H -1.8078 -1.8226 1.2696
H -0.1715 -1.3293 1.9123
H -0.8027 -2.8942 -0.2642
H -1.5349 0.5294 1.3219
H 1.0639 0.5415 1.2854
H 0.7881 0.4867 -0.5183
H 0.7006 2.7857 1.3498
H -1.9344 -0.7829 -1.0435
H -1.1745 0.6900 -1.3839
H 1.9365 -0.5579 -1.6460
H 3.1985 0.1878 -2.1020
O 2.8419 -0.3561 -1.3978

Version b
19
Properties=species:S:1:pos:R:3 method="wB97M-V/def2-TZVPD" charge=-1 e_lumo_ha="0.12622 / 0.04206" multiplicity=2 homo_energy_ev="-4.085 / -4.083"
C -0.8303 0.0572 -0.6466
O -1.1294 1.1637 -1.4217
C 0.0035 0.3253 0.6284
C 0.7026 -0.8807 1.2878
C 2.0151 -1.5596 0.5078
O 2.1976 -2.6903 1.1422
N 0.9337 1.4885 0.2786
H -0.1493 -0.4790 -1.3799
H -1.6808 -0.5847 -0.3517
H -0.6682 0.7287 1.4136
H -0.0228 -1.6706 1.4333
H 1.1957 -0.5259 2.2002
H 1.8854 -1.6684 -0.5704
H 2.6866 -0.6071 0.7478
H 1.8435 1.0751 0.1704
H 0.5067 1.8563 -0.5709
H -3.7938 1.1988 -1.1303
H -2.2241 1.2881 -1.7461
O -3.4720 1.4846 -1.9926

Energy ordering: version a at the bottom, the next structure 0.768 eV above.

Version a
48
Properties=species:S:1:pos:R:3 method="wB97M-V/def2-TZVPD" smiles="COc1ccc(NC(=O)C2CCN(C(=O)c3cccs3)CC2)c(OC)c1" e_lumo_ha=0.01987 homo_energy_ev=-7.942
C -4.3250 -5.9821 0.5149
O -4.2929 -4.9487 1.4695
C -3.5215 -3.8549 1.2120
C -2.7566 -3.6615 0.0728
C -2.0115 -2.5006 -0.0703
C -2.0161 -1.5250 0.9095
N -1.2920 -0.3273 0.8337
C -0.4329 0.0902 -0.1291
O -0.1592 -0.5582 -1.1199
C 0.1654 1.4674 0.1600
C 1.6918 1.3693 0.3169
C 2.3630 1.1051 -1.0314
N 1.9962 2.1392 -1.9666
C 2.7968 3.0969 -2.4721
O 2.4162 3.9074 -3.3016
C 4.2037 3.1432 -1.9927
C 5.3201 3.1731 -2.7732
C 6.5098 3.3649 -2.0369
C 6.2818 3.5085 -0.7075
S 4.6102 3.3999 -0.3238
C 0.5770 2.1564 -2.2473
C -0.1864 2.4620 -0.9590
C -2.7944 -1.7204 2.0692
O -2.7459 -0.7079 2.9942
C -3.4945 -0.8522 4.1774
C -3.5353 -2.8750 2.2093
H -4.9859 -6.7429 0.9270
H -4.7267 -5.6330 -0.4416
H -3.3314 -6.4130 0.3563
H -2.7255 -4.3966 -0.7141
H -1.4160 -2.3499 -0.9544
H -1.4513 0.2673 1.6356
H -0.2548 1.8436 1.0991
H 1.9452 0.5698 1.0152
H 2.0663 2.3122 0.7228
H 3.4460 1.0550 -0.9210
H 2.0047 0.1494 -1.4279
H 5.2842 3.0520 -3.8405
H 7.4877 3.4011 -2.4822
H 6.9885 3.6770 0.0804
H 0.3904 2.9251 -2.9987
H 0.2782 1.1793 -2.6359
H -1.2594 2.4355 -1.1564
H 0.0763 3.4681 -0.6235
H -4.5653 -0.9270 3.9661
H -3.1732 -1.7282 4.7486
H -3.3028 0.0486 4.7587
H -4.1428 -3.0632 3.0784

Version b
48
Properties=species:S:1:pos:R:3 method="wB97M-V/def2-TZVPD" smiles="Cc1ccc(-c2ccc(CCC(=O)N[C@@H](CCC(=O)O)C(N)=O)cc2)s1" e_lumo_ha=0.01599 homo_energy_ev=-7.969
C -6.4174 -1.1483 1.9017
C -4.9925 -0.7320 1.7693
C -4.0735 -0.9552 2.7508
C -2.7194 -0.5065 2.3272
C -2.6839 0.1333 1.1016
C -1.5149 0.8008 0.4704
C -1.5986 1.6219 -0.6732
C -0.4289 2.0916 -1.2996
C 0.8239 1.9316 -0.7119
C 2.0277 2.5140 -1.4415
C 2.3121 1.8297 -2.8049
C 2.8503 0.4610 -2.5899
O 3.9991 0.3036 -2.1474
N 1.9804 -0.5952 -2.6976
C 2.3317 -2.0205 -2.4636
C 1.0306 -2.8497 -2.4096
C 0.1309 -2.4893 -1.2145
C 0.6890 -2.9765 0.1426
O 0.7297 -2.1634 1.0710
O 1.0674 -4.2748 0.2788
C 3.2992 -2.6069 -3.5506
N 4.6288 -2.2480 -3.6247
O 2.9643 -3.4097 -4.3932
C 0.9110 1.2596 0.5042
C -0.2409 0.6704 1.0926
S -4.3005 -0.0117 0.3319
H -6.4620 -2.1205 1.3530
H -6.9838 -0.3904 1.3852
H -6.8162 -1.2845 2.9080
H -4.3127 -1.4532 3.6648
H -1.8658 -0.6068 2.9974
H -2.5781 1.7875 -1.0808
H -0.5535 2.6197 -2.2495
H 2.9142 2.3551 -0.7892
H 1.8746 3.5997 -1.5658
H 3.0544 2.4092 -3.3800
H 1.4172 1.8173 -3.4384
H 1.0174 -0.3858 -2.8551
H 2.7943 -2.1069 -1.4798
H 0.4539 -2.7043 -3.3610
H 1.2601 -3.9098 -2.2961
H -0.8247 -2.9601 -1.3379
H -0.0332 -1.4464 -1.1986
H 1.4892 -4.3243 1.1488
H 4.9611 -1.4257 -3.0946
H 5.1411 -2.5754 -4.4436
H 1.8975 1.0915 0.9357
H -0.1289 0.0588 1.9810

Energy ordering: version b at the bottom, the next structure 0.996 eV above.

Version a
48
Properties=species:S:1:pos:R:3 method="wB97M-V/def2-TZVPD" smiles="COc1cccc(NC(=O)C2CCN(S(=O)(=O)c3ccccc3)CC2)c1" e_lumo_ha=0.01227 homo_energy_ev=-7.895
C 1.9739 3.7351 -0.3560
O 3.2896 3.3160 -0.0688
C 3.5309 1.9811 0.0268
C 4.8367 1.6052 0.3532
C 5.1564 0.2702 0.4865
C 4.2026 -0.7190 0.3039
C 2.9076 -0.3456 -0.0250
N 1.8675 -1.2581 -0.2329
C 1.8000 -2.5709 0.0778
O 2.7060 -3.2405 0.5276
C 0.4181 -3.1982 -0.1789
C -0.2405 -2.7661 -1.5031
C -1.3286 -1.7033 -1.2822
N -0.9296 -0.8248 -0.2088
S -1.3686 0.7789 -0.2888
O -0.6719 1.4503 0.7679
O -1.1314 1.1965 -1.6394
C -3.1222 0.7889 0.0539
C -4.0141 0.5824 -0.9801
C -5.3686 0.5157 -0.6974
C -5.8082 0.6483 0.6111
C -4.9025 0.8581 1.6395
C -3.5468 0.9280 1.3608
C -0.9157 -1.4372 1.1053
C -0.5174 -2.9155 1.0058
C 2.5728 0.9997 -0.1734
H 1.2567 3.3554 0.3779
H 1.9985 4.8231 -0.3153
H 1.6605 3.4160 -1.3552
H 5.5741 2.3777 0.5012
H 6.1672 -0.0112 0.7414
H 4.4497 -1.7600 0.4218
H 0.9952 -0.8189 -0.5106
H 0.6034 -4.2766 -0.2009
H 0.5226 -2.3773 -2.1782
H -0.6970 -3.6306 -1.9870
H -2.2939 -2.1776 -1.0536
H -1.4463 -1.0846 -2.1723
H -3.6389 0.4984 -1.9876
H -6.0792 0.3619 -1.4950
H -6.8641 0.5944 0.8295
H -5.2508 0.9685 2.6550
H -2.8138 1.1093 2.1311
H -1.9057 -1.3566 1.5796
H -0.2034 -0.8716 1.7097
H -1.4145 -3.5262 0.8817
H -0.0330 -3.2205 1.9336
H 1.5547 1.2561 -0.4223

Version b
48
Properties=species:S:1:pos:R:3 method="wB97M-V/def2-TZVPD" smiles="COc1ccc(S(=O)(=O)Nc2ccccc2C(=O)N2CCCC2)cc1C" e_lumo_ha=-0.00086 homo_energy_ev=-7.415
C 1.7705 5.4599 2.5877
O 2.6967 4.3943 2.1269
C 2.1918 3.3154 1.7827
C 0.7259 3.1617 1.5601
C 0.5063 1.8092 1.2619
C 1.4832 0.8385 1.1375
S 1.0213 -0.6681 0.1724
O 2.1244 -1.7287 0.5913
O -0.4094 -1.1179 0.8350
N 0.9489 -0.3968 -1.2861
C 0.5539 -1.6088 -2.2481
C 1.5416 -2.5142 -2.4743
C 1.0670 -3.4678 -3.3260
C -0.1218 -3.8014 -3.4074
C -1.1243 -2.9462 -3.0492
C -0.7335 -1.8481 -2.1593
C -1.6910 -0.7294 -1.9535
O -1.6867 0.3412 -1.8614
N -2.9856 -1.2793 -0.9342
C -2.7814 -2.7499 -0.5754
C -3.3459 -2.4524 1.1028
C -4.3989 -1.2112 0.7081
C -3.6786 -0.4874 -0.2779
C 2.8671 1.1968 1.0041
C 3.2809 2.4473 1.4910
C 4.6214 2.7074 1.7670
H 2.2899 6.2912 2.8101
H 1.0860 5.7882 1.6985
H 0.9096 5.1895 3.3759
H 0.0021 3.6757 1.7590
H -0.3962 1.6092 0.9631
H 0.1742 0.4108 -1.3984
H 2.5320 -2.2022 -2.2587
H 1.9607 -4.3328 -3.4196
H -0.6874 -4.7379 -3.9983
H -2.0979 -3.0582 -3.1698
H -1.8589 -3.3305 -0.2996
H -3.5676 -3.2940 -1.0294
H -2.5703 -2.1748 1.6241
H -3.7333 -3.3659 1.3162
H -4.4228 -0.9025 1.6303
H -5.3552 -1.6265 0.2483
H -4.5008 0.1191 -0.8983
H -3.1189 0.3870 0.2410
H 3.6469 0.2753 0.8749
H 5.1437 3.5512 1.1427
H 5.4484 1.9871 1.4145
H 4.6720 3.0770 2.7974

Energy ordering: version a at the bottom, the next structure 17.077 eV above.

Version a
16
Properties=species:S:1:pos:R:3 method="wB97M-V/def2-TZVPD" charge=+1 e_lumo_ha=-0.12304 homo_energy_ev=-14.307
C 1.0967 0.1945 -0.8207
N 1.4178 1.3636 -0.0887
C 0.9021 -1.0268 0.1141
N -0.1992 -0.4250 1.0952
H 0.1463 0.2772 -1.3984
H 1.9389 -0.3301 -1.5251
H 1.3227 2.0165 -0.8819
H 2.3957 1.6215 0.1448
H 0.3380 -1.9072 -0.3192
H 1.8189 -1.2819 0.7798
H -0.6904 -1.0695 1.7512
H -1.1314 -0.1907 0.6133
H 0.2564 0.3815 1.5348
H -2.7230 0.3633 -1.1761
H -2.7548 -0.9867 -0.4321
O -2.6801 -0.0588 -0.2371

Version b
16
Properties=species:S:1:pos:R:3 method="wB97M-V/def2-TZVPD" charge=+1 e_lumo_ha=-0.12368 homo_energy_ev=-13.998
N 2.7963 -0.7385 0.6447
H 2.6138 -1.3938 -0.1080
H 3.6434 -0.2237 0.4210
H 1.8172 0.0185 0.7955
H 2.9889 -1.2966 1.4717
C -1.6607 0.5109 -0.3147
O -2.2905 -0.3983 -1.2049
C -0.2519 -0.0408 -0.1319
N 0.6305 0.7189 0.7837
H -1.6618 1.5248 -0.7201
H -2.1837 0.5174 0.6461
H -2.8712 0.0572 -1.8261
H -0.3552 -1.0609 0.2418
H 0.2153 -0.1046 -1.1151
H 0.7558 1.6557 0.4266
H 0.2410 0.7339 1.7205

Energy ordering: version b at the bottom, the next structure 1.114 eV above.

Version a
16
Properties=species:S:1:pos:R:3 method="wB97M-V/def2-TZVPD" charge=+1 e_lumo_ha=-0.13202 homo_energy_ev=-13.225
N -2.7376 1.3401 0.1596
H -1.9529 0.6157 -0.1061
H -2.4793 1.8251 1.0154
H -2.8895 2.0218 -0.5798
H -3.6017 0.8252 0.3224
C 2.4470 -1.3065 -0.0398
N 1.2760 -0.6341 0.5318
C 0.5201 0.1724 -0.3460
O -0.8601 -0.3446 -0.4188
H 2.1181 -2.0178 -0.7822
H 2.9602 -1.8589 0.7492
H 3.1508 -0.6142 -0.4917
H 1.5156 -0.1473 1.3811
H 0.4314 1.2105 -0.0243
H 0.8938 0.1328 -1.3629
H -0.7917 -1.2202 -0.0080

Version b
16
Properties=species:S:1:pos:R:3 method="wB97M-V/def2-TZVPD" charge=+1 e_lumo_ha=-0.11548 homo_energy_ev=-14.103
C -0.3791 -1.5007 0.7910
N -0.4174 -0.2762 1.6037
C -0.5804 -1.0648 -0.6602
N 0.6072 -0.2157 -1.0347
H -1.1209 -2.2538 1.0656
H 0.6400 -1.8813 0.8479
H -1.3106 0.1877 1.4923
H -0.3187 -0.3927 2.6094
H -1.4850 -0.5051 -0.8749
H -0.5307 -1.9919 -1.2079
H 1.2881 -0.1937 -0.2803
H 1.0665 -0.5640 -1.8686
H 0.2751 0.7498 -1.1991
H 0.4985 3.4377 -0.7235
H 0.7353 2.3376 0.3299
O 0.6266 2.4758 -0.6210

Version c
16
Properties=species:S:1:pos:R:3 method="wB97M-V/def2-TZVPD" charge=+1 e_lumo_ha=-0.12178 homo_energy_ev=-13.230
N -0.1039 0.8473 -0.6179
C 0.0408 -0.2904 0.3688
C 1.0712 -1.4053 0.1936
N 2.3617 -0.9392 0.6579
H 0.3617 1.7016 -0.3265
H 0.1465 0.5440 -1.5719
H -1.1018 1.0740 -0.7458
H 0.2915 0.2429 1.3015
H -0.9447 -0.7150 0.5658
H 0.6408 -2.2241 0.7631
H 1.1005 -1.9060 -0.7948
H 2.6830 -1.2035 1.5720
H 3.0665 -0.8967 -0.0581
H -2.9850 1.7162 0.3345
H -3.7374 1.6312 -1.0187
O -2.8914 1.8229 -0.6235

Energy ordering: version b at the bottom, the next structure 0.331 eV above.

Version a
13
Properties=species:S:1:pos:R:3 method="wB97M-V/def2-TZVPD" charge=+1 e_lumo_ha=-0.14923 homo_energy_ev=-13.028
C 0.7586 0.1512 -1.0302
C -1.1928 -0.6528 0.3099
N 0.7746 0.9614 -2.0454
N -0.6780 -0.8148 1.5180
O 1.9265 0.0516 -0.4042
S -2.3254 0.5504 -0.1244
H -1.1534 -1.4894 -0.3760
H -0.0446 1.1055 -2.6100
H 1.6318 1.4357 -2.3298
H 1.9036 -0.5560 0.3453
H -0.7919 -0.1131 2.2359
H -0.2091 -1.6712 1.7692
H -2.2788 1.2545 1.0123

Version b
13
Properties=species:S:1:pos:R:3 method="wB97M-V/def2-TZVPD" charge=+1 e_lumo_ha=-0.18225 homo_energy_ev=-11.987
C -0.9572 -0.5404 -0.6347
C 0.5217 1.2836 2.1103
N -0.2000 -1.6505 -0.6726
N -0.3244 0.6105 -1.1191
O 1.2612 -1.3507 -0.5935
S -0.7358 2.1800 2.4477
H 1.1165 0.7629 2.8449
H -2.0809 -0.5695 -0.5260
H -0.7520 -2.4773 -0.7774
H 0.7627 1.1646 1.0806
H 0.7352 0.6974 -1.4686
H 1.5957 -1.4971 -1.4963
H -0.9427 1.3865 -1.1952

Energy ordering: version a at the bottom, the next structure 2.723 eV above.

Version a
14
Properties=species:S:1:pos:R:3 method="wB97M-V/def2-TZVPD" charge=-1 smiles="CN(C=O)CC(=O)[O-]" e_lumo_ha=0.14417 homo_energy_ev=-3.774
C -0.7357 -1.4874 0.6507
N 0.1856 -0.3956 0.5983
C 1.4189 -0.5625 0.9625
O 1.9773 -1.6787 1.1823
C -0.3033 0.9509 0.4700
C -0.7691 1.1486 -1.0965
O -1.9258 0.8950 -1.2188
O 0.2506 1.3128 -1.8144
H -1.3446 -1.1895 1.5336
H -1.3216 -1.5441 -0.2676
H -0.0419 -2.3145 0.6879
H 2.0832 0.4314 1.0561
H -1.2063 1.2244 1.0559
H 0.4502 1.6306 0.6333

Version b
14
Properties=species:S:1:pos:R:3 method="wB97M-V/def2-TZVPD" charge=-1 smiles="NC(=O)CCC(=O)[O-]" e_lumo_ha=0.13973 homo_energy_ev=-4.056
N 0.1960 1.8918 -0.3350
C -0.5892 1.2434 0.6040
O -1.5922 1.7908 1.0905
C -0.1276 -0.0728 1.0595
C -0.4720 -1.0609 -0.1324
C 0.7854 -1.5020 -0.9183
O 1.8084 -1.7828 -0.1949
O 0.7493 -1.5822 -2.1358
H 1.1637 1.5002 -0.7046
H -0.1270 2.7622 -0.7795
H 0.9090 -0.1763 1.2940
H -0.5541 -0.4475 2.0295
H -1.1658 -0.6385 -0.8574
H -0.9840 -1.9256 -0.0195

Energy ordering: version b at the bottom, the next structure 0.580 eV above.

Version a
11
Properties=species:S:1:pos:R:3 method="wB97M-V/def2-TZVPD" smiles="C[C@H](Cl)C(=O)S" e_lumo_ha=0.01263 homo_energy_ev=-9.798
C 0.5904 1.3325 0.2044
C 0.0502 0.3299 -0.8204
Cl -1.6932 0.7225 -1.2730
C -0.2445 -1.1196 -0.0261
O 0.8404 -1.6441 0.2710
S -1.7826 -1.6813 0.8847
H 1.4170 1.9006 -0.6196
H -0.2216 1.8716 0.8183
H 1.3986 0.6879 0.6787
H 0.4075 0.2123 -1.7092
H -0.7622 -2.6123 1.5912

Version b
11
Properties=species:S:1:pos:R:3 method="wB97M-V/def2-TZVPD" e_lumo_ha=-0.04878 homo_energy_ev=-9.097
C -0.5780 -1.1848 0.9408
C 1.1813 0.5506 -1.1338
C -1.2718 0.1176 0.9407
O -0.4951 -1.9566 0.0387
S 1.0625 0.8149 0.5683
Cl -2.0872 0.6196 -0.4403
H -0.2754 -1.4280 1.9932
H 1.6760 -0.4478 -1.3787
H 1.8709 1.2585 -1.6212
H 0.1812 0.8753 -1.5986
H -1.2644 0.7806 1.6908

Version c
11
Properties=species:S:1:pos:R:3 method="wB97M-V/def2-TZVPD" e_lumo_ha=-0.01224 homo_energy_ev=-9.897
C 1.5506 0.8389 0.2665
C 0.9383 -0.1066 -0.4458
C -0.2890 -0.8636 -0.0745
O -1.3634 1.3148 0.6206
S -1.5988 0.3564 -0.4150
Cl -3.3207 -0.7884 0.2238
H 2.2140 1.5293 -0.2478
H 1.2702 1.1177 1.2906
H 1.2506 -0.4250 -1.4487
H -0.5095 -1.8486 -0.6763
H -0.1422 -1.1250 0.9066

Energy ordering: version c at the bottom, the next structure 0.885 eV above.